Here is C7H9IrO5P as an isolated structure from the OMol25 dataset. Energies are from ωB97M-V with the def2-TZVPD basis set.

XYZ file:
```
23
Properties=species:S:1:pos:R:3:mulliken_charge:R:1
P -0.021 1.772 3.140 0.984
H -0.691 2.923 5.143 0.393
H 2.039 2.534 2.216 0.382
H 2.281 1.045 3.177 0.417
H -0.884 1.178 5.446 0.385
O 2.401 -1.069 1.504 -0.116
H -1.322 3.841 3.342 0.437
C 1.480 -0.804 0.858 0.337
H 0.730 1.957 5.483 0.392
C 1.780 2.019 3.143 -1.161
H 2.102 2.592 4.026 0.454
C -1.293 2.978 2.674 -0.891
O -0.060 2.843 -0.894 -0.091
C 0.568 -0.771 -1.855 0.353
C -0.241 1.918 4.924 -1.128
H -1.126 3.251 1.635 0.269
H -2.244 2.433 2.743 0.445
O 1.221 -0.940 -2.796 -0.098
C -2.191 -1.661 -0.457 0.038
O -3.086 -2.327 -0.633 0.128
C -0.102 1.738 -0.664 0.296
O -0.348 0.608 2.213 -0.430
Ir -0.013 -0.123 -0.147 1.206
```

Results
* spin multiplicity: 5
* energy above the lowest of the compared OMol25 structures with the same formula, charge and spin: 0.0 kcal/mol
* gap between HOMO and LUMO (spin up / spin down): 8.50 / 6.07 eV
* total charge: +3